No. 1
{"formula": "C46H38BrN2O3P2PbS2", "method": "ωB97M-V with the def2-TZVPD basis set", "species": ["Pb", "O", "S", "C", "C", "C", "C", "C", "C", "P", "C", "C", "C", "C", "C", "C", "C", "C", "C", "C", "C", "C", "C", "C", "C", "C", "C", "C", "P", "C", "C", "C", "C", "C", "C", "C", "C", "C", "C", "C", "C", "H", "H", "H", "H", "H", "H", "H", "H", "H", "H", "H", "H", "H", "H", "H", "H", "H", "H", "H", "H", "H", "H", "H", "H", "H", "H", "H", "H", "S", "C", "N", "C", "C", "N", "H", "H", "H", "H", "H", "H", "Br", "C", "C", "C", "C", "C", "C", "C", "O", "O", "H", "H", "H", "H"], "positions_angstrom": [[-0.478351, 0.553682, 0.415090], [-2.076367, 1.405870, 3.233733], [0.300503, -1.012233, 3.121914], [0.185043, -2.800195, 2.999133], [0.691100, -3.567673, 4.046161], [0.475065, -4.932262, 4.080950], [-0.298559, -5.537320, 3.096881], [-0.808128, -4.775047, 2.063739], [-0.543650, -3.404735, 1.973526], [-1.187539, -2.448213, 0.552902], [-0.988889, -3.532120, -0.895008], [-0.142824, -4.635262, -0.930469], [-0.017343, -5.381293, -2.095065], [-0.708436, -5.018595, -3.239416], [-1.524681, -3.894334, -3.223399], [-1.663700, -3.156780, -2.060164], [-2.981169, -2.449155, 0.872221], [-3.477377, -1.418140, 1.669454], [-4.824654, -1.371085, 1.996647], [-5.685458, -2.351042, 1.525468], [-5.196983, -3.381680, 0.733194], [-3.850332, -3.434191, 0.407712], [2.057080, -0.735240, 3.285084], [2.604299, -0.702498, 4.564562], [3.964301, -0.505250, 4.739971], [4.785117, -0.325017, 3.635418], [4.238825, -0.318321, 2.362756], [2.871685, -0.516513, 2.171011], [2.180112, -0.437742, 0.484999], [2.555933, -2.057384, -0.240982], [2.339111, -2.247771, -1.608236], [2.725353, -3.431307, -2.212495], [3.309211, -4.441750, -1.458333], [3.482332, -4.276172, -0.093589], [3.107887, -3.086189, 0.518045], [3.300744, 0.726051, -0.353678], [3.178911, 2.076405, -0.024093], [4.075702, 2.999058, -0.541208], [5.084320, 2.586054, -1.402482], [5.192166, 1.247775, -1.752358], [4.308479, 0.315933, -1.223289], [1.239191, -3.090158, 4.846606], [0.877635, -5.518161, 4.896529], [-0.508254, -6.597623, 3.141558], [-1.412960, -5.247844, 1.299983], [0.419102, -4.924773, -0.052642], [0.630125, -6.248699, -2.104234], [-0.611139, -5.605688, -4.143230], [-2.061309, -3.597086, -4.114753], [-2.314110, -2.288491, -2.054959], [-2.819071, -0.648184, 2.059931], [-5.196935, -0.564391, 2.614452], [-6.738032, -2.312471, 1.772996], [-5.867331, -4.148143, 0.366969], [-3.481000, -4.238641, -0.216158], [1.954705, -0.820402, 5.421745], [4.380212, -0.484053, 5.738387], [5.847756, -0.170020, 3.765278], [4.879382, -0.143354, 1.507492], [1.887703, -1.460011, -2.200154], [2.564170, -3.568133, -3.273756], [3.618172, -5.362850, -1.935450], [3.924850, -5.065698, 0.499799], [3.270658, -2.959039, 1.580670], [2.389787, 2.417892, 0.634367], [3.988723, 4.041700, -0.262268], [5.789823, 3.306291, -1.797245], [5.979192, 0.922032, -2.420041], [4.417989, -0.730287, -1.478066], [0.031389, 0.672476, -2.365969], [0.870291, 2.141241, -2.661693], [0.570260, 3.353904, -2.229826], [1.526735, 4.356705, -2.698043], [2.434265, 3.552465, -3.653240], [1.903146, 2.200024, -3.506247], [-0.002390, 3.555765, -1.411359], [2.065323, 4.779743, -1.851496], [1.001566, 5.158429, -3.212761], [3.481010, 3.584513, -3.355508], [2.349538, 3.893205, -4.684145], [2.303804, 1.372938, -3.910299], [-3.741605, 5.005573, 0.576546], [-2.981809, 4.007822, 1.982267], [-3.882786, 3.841071, 3.117245], [-3.530267, 3.152240, 4.205771], [-2.261359, 2.415690, 4.236989], [-1.334111, 2.632742, 3.100469], [-1.727841, 3.514153, 1.980804], [-0.715826, 3.675624, 0.876576], [-0.829848, 4.546031, 0.021292], [0.217060, 2.775440, 0.866869], [-4.830311, 4.359303, 3.073340], [-4.161094, 3.149153, 5.084800], [-1.854323, 2.134715, 5.201385], [-0.270193, 2.512099, 3.266418]], "forces_ev_per_angstrom": [[-0.2107, 0.0736, 0.0016], [0.0210, -0.0470, -0.0155], [-0.0187, -0.0066, -0.0172], [0.0125, 0.0282, 0.0107], [0.0054, 0.0021, -0.0064], [-0.0076, -0.0119, -0.0144], [0.0149, 0.0093, 0.0191], [0.0014, -0.0025, 0.0564], [-0.0426, -0.0485, -0.0473], [0.1136, -0.0327, -0.0223], [0.0436, -0.0293, 0.0247], [-0.0389, -0.0267, -0.0486], [0.0163, -0.0003, -0.0167], [0.0124, -0.0112, 0.0025], [-0.0262, 0.0179, 0.0068], [0.0172, 0.0195, 0.0071], [-0.0097, 0.0016, 0.0335], [-0.0173, -0.0017, 0.0271], [0.0061, 0.0033, -0.0017], [0.0000, -0.0019, 0.0011], [-0.0022, 0.0026, -0.0055], [0.0043, 0.0135, -0.0069], [-0.0233, -0.0429, 0.0216], [-0.0346, 0.0124, -0.0062], [0.0392, 0.0090, -0.0320], [-0.0255, -0.0031, 0.0402], [-0.0104, 0.0315, -0.0004], [0.0361, 0.0332, -0.0283], [-0.0142, 0.1273, -0.0160], [-0.0560, -0.0419, 0.0248], [-0.0121, 0.0091, -0.0039], [0.0067, -0.0014, -0.0108], [-0.0250, -0.0077, -0.0101], [-0.0132, -0.0072, 0.0118], [0.0095, 0.0099, -0.0038], [0.0855, -0.0630, 0.0163], [0.0229, 0.0256, -0.0228], [-0.0016, -0.0144, -0.0046], [0.0076, 0.0109, -0.0111], [0.0011, -0.0023, 0.0042], [-0.0107, 0.0033, 0.0032], [0.0113, 0.0163, 0.0043], [0.0014, -0.0026, -0.0007], [-0.0011, -0.0009, 0.0040], [-0.0217, 0.0055, 0.0477], [0.0415, 0.0221, -0.0627], [0.0078, -0.0041, -0.0020], [0.0006, 0.0012, 0.0004], [0.0029, 0.0011, 0.0001], [-0.0051, 0.0082, 0.0022], [0.0080, 0.0130, -0.0090], [-0.0050, -0.0016, 0.0000], [0.0002, -0.0013, 0.0026], [-0.0011, 0.0013, -0.0014], [0.0094, 0.0003, -0.0036], [-0.0114, -0.0181, -0.0024], [0.0011, 0.0006, -0.0004], [0.0003, -0.0012, 0.0013], [0.0015, -0.0057, 0.0038], [-0.0189, 0.0044, 0.0086], [0.0003, -0.0010, 0.0000], [0.0020, -0.0009, 0.0007], [-0.0043, -0.0004, -0.0002], [-0.0062, 0.0038, 0.0041], [-0.0387, -0.0151, 0.0163], [0.0087, -0.0008, 0.0060], [0.0013, 0.0034, 0.0012], [0.0012, -0.0029, -0.0008], [0.0126, 0.0168, -0.0015], [0.0548, 0.0054, 0.1077], [-0.0938, 0.0730, -0.1474], [0.1856, -0.0855, 0.1615], [-0.0682, -0.0377, -0.0580], [0.0299, 0.0082, 0.0027], [0.0709, -0.0402, 0.0588], [-0.2122, 0.1120, 0.0315], [0.0400, -0.0066, -0.0020], [0.0154, 0.0329, 0.0223], [-0.0084, 0.0180, -0.0210], [-0.0299, -0.0065, -0.0075], [-0.0241, 0.0037, -0.0285], [0.0468, -0.0064, -0.0020], [-0.0157, -0.0226, -0.0200], [-0.0040, -0.0112, 0.0356], [0.0019, 0.0150, -0.0199], [0.0187, 0.0207, -0.0454], [0.0332, 0.0019, 0.0481], [0.0245, 0.0742, 0.0389], [-0.2772, -0.0253, -0.0999], [0.1576, -0.0478, -0.0476], [0.1999, -0.1564, 0.0210], [-0.0020, -0.0008, 0.0010], [-0.0122, -0.0149, -0.0062], [-0.0026, 0.0135, 0.0032], [-0.0041, 0.0025, -0.0062]], "spin_multiplicity": 1, "fmax_ha_per_bohr": 0.0058, "gap_ev": 8.12, "homo_ha": -0.384, "total_charge": 1, "e_above_lowest_kj_mol": 21.51}

***

No. 2
{"formula": "CH2NO3P", "method": "ωB97M-V with the def2-TZVPD basis set", "species": ["C", "N", "O", "O", "O", "P", "H", "H"], "positions_angstrom": [[-0.511650, -1.257168, 0.111714], [0.442104, -1.904720, 0.119309], [-4.733350, -0.241253, 1.381233], [-3.705061, 1.664760, 0.008121], [-4.414084, -0.504923, -1.158526], [-4.282718, 0.299859, 0.078550], [18.591580, 2.600605, -0.625035], [-1.386823, -0.657157, 0.084637]], "forces_ev_per_angstrom": [[1.1246, -0.7626, -0.0467], [-0.8479, 0.5806, 0.0290], [0.0170, -0.1416, 0.1158], [0.1911, 0.0048, 0.0054], [0.1093, -0.1791, -0.0826], [-0.2784, 0.2770, -0.0035], [0.0288, 0.0040, -0.0009], [-0.3445, 0.2169, -0.0164]], "spin_multiplicity": 1, "fmax_ha_per_bohr": 0.0264, "gap_ev": 3.34, "homo_ha": 0.048, "total_charge": -2, "e_above_lowest_kj_mol": 65.12}

***

No. 3
{"formula": "C16H26F6O13", "method": "ωB97M-V with the def2-TZVPD basis set", "species": ["O", "C", "O", "O", "H", "O", "C", "O", "O", "H", "C", "O", "C", "C", "O", "C", "C", "O", "C", "H", "H", "H", "H", "H", "H", "H", "H", "H", "H", "H", "H", "H", "H", "C", "C", "O", "C", "O", "C", "F", "F", "F", "H", "H", "H", "H", "H", "C", "C", "O", "C", "O", "C", "F", "F", "F", "H", "H", "H", "H", "H"], "positions_angstrom": [[-6.600290, -1.489062, 0.144575], [-7.398420, -2.519912, -0.033945], [-7.164780, -3.249412, -1.053935], [-8.353780, -2.795622, 0.748235], [-5.969440, -1.704692, -0.546175], [-0.289750, -1.095262, -1.525305], [-1.078720, -0.350022, -2.318135], [-0.735420, 0.823748, -2.312615], [-2.076140, -0.747382, -3.065435], [0.089300, -0.216992, -1.444205], [2.110760, -0.345842, -5.592305], [2.047200, 1.079458, -5.787955], [3.281780, 1.730228, -5.404385], [3.118200, 3.202638, -5.110115], [2.459880, 3.923138, -6.114255], [2.537040, 5.340918, -5.923885], [2.228160, 5.804788, -4.547905], [0.958240, 5.209058, -4.156765], [0.623850, 5.414738, -2.806705], [2.314540, -0.507652, -4.533815], [2.910600, -0.749422, -6.213175], [1.218110, -0.944252, -5.774465], [3.973150, 1.669488, -6.244875], [3.725070, 1.227108, -4.545045], [4.077460, 3.715198, -5.037965], [2.824240, 3.321458, -4.067245], [1.921260, 5.726828, -6.736285], [3.548950, 5.714538, -6.080515], [2.389810, 6.874428, -4.414325], [2.987010, 5.475798, -3.837975], [-0.398410, 5.045608, -2.724095], [0.731390, 6.469258, -2.552655], [1.116810, 4.694978, -2.153225], [-1.924460, 2.651468, 2.851265], [-0.701980, 2.071858, 3.569885], [0.248960, 3.106238, 3.733805], [1.612070, 2.990188, 3.632265], [2.141310, 1.907108, 3.428025], [2.347890, 4.250568, 4.043645], [1.535690, 5.127608, 4.570405], [3.411370, 4.086568, 4.748045], [2.730750, 4.817788, 2.851795], [-1.639140, 2.853558, 1.818865], [-2.242500, 3.652078, 3.144035], [-2.827650, 2.041388, 2.863315], [-0.335670, 1.234268, 2.976295], [-0.973520, 1.700478, 4.558025], [-0.348020, -8.969912, 6.608595], [-1.692450, -8.958322, 5.795595], [-1.906430, -7.693462, 5.273995], [-1.254340, -7.211322, 4.171445], [-0.615680, -7.911802, 3.423175], [-1.492330, -5.699632, 3.944085], [-2.007560, -5.554302, 2.763115], [-2.377900, -5.259012, 4.928445], [-0.343110, -5.077852, 4.032855], [0.589620, -8.991362, 6.053195], [-0.183620, -9.936102, 7.085625], [-0.445910, -8.205502, 7.379435], [-2.521720, -9.073822, 6.493475], [-1.911330, -9.696632, 5.024175]], "forces_ev_per_angstrom": [[1.1427, 1.6927, 0.8195], [-3.6664, -4.6606, -0.9350], [0.7753, 0.8988, 0.1926], [0.9489, 1.5320, 0.4142], [0.6324, 0.4672, -0.4106], [-0.2717, -1.8952, 0.2083], [-6.5571, -1.5398, -5.2837], [1.4137, 3.4818, 0.4861], [2.8505, -0.6229, 2.5311], [2.7771, 0.6721, 2.0611], [0.7462, 0.6396, 0.6591], [0.1412, 0.0441, 0.2825], [-0.8391, -0.4758, -1.2414], [0.7914, 0.3408, 0.7372], [-0.6221, 0.4383, 0.3431], [0.2795, -0.8627, -0.7426], [-1.3199, -1.3216, 1.3963], [1.3701, 1.4424, -0.7913], [-0.7313, -0.8950, -0.3814], [0.2951, -0.2698, 0.1091], [0.2495, -0.2011, -0.0023], [-0.4431, 0.9679, -0.4063], [0.2458, -0.3814, -0.2309], [0.0373, 0.0560, 0.1912], [1.1071, -0.6250, -0.1195], [-1.4210, 0.1290, -0.1311], [-0.2470, 0.2792, 0.3981], [0.5817, -0.1440, -0.4176], [-1.0614, 0.6102, -0.4144], [0.2795, -0.6869, 0.0321], [-0.2917, 0.5904, 0.0045], [-0.0311, -0.0544, 0.4673], [0.8284, 0.3828, 0.2297], [0.2569, 0.7865, -0.7107], [-1.1794, -0.7617, -0.4327], [2.2724, 2.1375, -0.0037], [-2.2103, -4.8733, 0.9223], [-0.0914, 2.4329, 0.0405], [-0.9765, 0.9696, -3.3274], [-0.4913, 0.6744, 1.3043], [1.0047, -0.5319, 1.2010], [0.3530, -0.1279, 0.0784], [-0.0865, -0.4932, -0.2531], [0.2419, -0.0275, 0.8585], [0.3776, -0.3711, 0.0435], [0.3551, 0.1146, 0.1075], [0.1790, 0.0419, 0.1180], [-0.7559, -1.3975, -0.5404], [0.7808, -0.8789, 0.7406], [0.1096, 3.0565, -1.2572], [-0.0951, -2.6234, 0.4980], [-0.3735, 1.0519, 0.6803], [-1.3459, -1.4597, 2.0000], [-0.5091, 0.6631, -0.7286], [1.3273, 0.1018, -1.5437], [0.4265, 0.8077, 0.2191], [-0.2658, 1.1199, -0.5341], [-0.7563, -0.1784, 0.5065], [0.4313, 0.0500, -0.2121], [0.1345, -0.0083, 0.2366], [0.8957, -0.3052, -0.0663]], "spin_multiplicity": 1, "fmax_ha_per_bohr": 0.1665, "gap_ev": 4.74, "homo_ha": -0.053, "total_charge": -2, "e_above_lowest_kj_mol": 0.00}

***

| no. | E_LUMO (eV) |
| --- | --- |
| 1 | -2.34 |
| 2 | 4.65 |
| 3 | 3.29 |